{
  "formula": "C20H20AsCl2N2O5S5Sc",
  "method": "ωB97M-V/def2-TZVPD",
  "symbols": ["C", "C", "H", "Sc", "Cl", "O", "H", "C", "H", "H", "C", "C", "Cl", "S", "H", "N", "H", "C", "C", "H", "H", "S", "C", "C", "H", "As", "H", "C", "H", "H", "H", "O", "S", "C", "S", "O", "H", "C", "H", "C", "N", "H", "C", "O", "H", "C", "C", "O", "C", "H", "S", "C", "H", "C", "C", "H"],
  "coordinates": [[-3.216454, 2.376990, -2.876194], [1.976518, -5.008006, 4.579413], [1.247938, 3.237833, -4.243952], [2.220023, -0.954417, 1.704753], [2.400129, -7.620664, 5.118771], [1.411146, -1.573738, 3.587532], [-4.789091, 3.110993, 0.017431], [1.453722, -2.644187, 4.214393], [3.903004, -7.120409, 2.785289], [-1.885835, -0.410997, -0.412974], [3.575569, -5.070459, 2.296024], [0.723502, 2.928920, -1.486088], [-0.616463, -4.669406, 1.825326], [3.652595, -0.165642, -0.311669], [4.186978, -5.088125, 1.407446], [-2.017384, 0.545130, -0.806922], [-0.460090, 2.934066, -3.951640], [-4.968927, 4.239797, -1.803239], [-3.716175, 3.397480, -3.665738], [-4.984195, 5.123021, -3.752502], [0.939726, -2.693897, 5.195344], [-0.094247, 0.147015, -2.555309], [3.417617, -6.195528, 3.055536], [2.929891, -3.840344, 2.621676], [1.347090, 2.172814, -1.974025], [3.542863, 1.327734, 1.300698], [-2.560451, 1.633768, -3.304930], [2.123931, -3.834634, 3.816441], [-0.377439, 4.677781, -2.107106], [-5.671324, 4.952386, -1.389282], [0.070455, 4.531027, -4.508771], [3.073406, -2.813984, 1.883645], [1.386318, 1.532708, 1.664410], [0.042956, -3.868507, 0.391628], [4.196265, 0.196067, 3.057200], [0.600320, -1.592642, 0.779413], [-1.000708, 2.723515, -0.314717], [0.505711, 4.118029, -2.428675], [1.373486, 4.774779, -2.346913], [0.326126, 3.680475, -3.877200], [-0.524983, 2.306459, -1.103512], [-0.398042, -4.352471, -0.476931], [-4.476558, 3.219584, -1.011994], [-4.137738, 0.564748, -0.038092], [1.129242, -3.987658, 0.412284], [-4.589983, 4.329288, -3.132882], [-0.335484, -2.359154, 0.427866], [-1.472928, -2.036956, 0.114406], [-0.881963, 1.060032, -1.435299], [-3.443658, 3.451505, -4.709083], [4.532226, 3.138811, 0.948278], [2.605107, -6.158591, 4.193991], [1.238957, 3.256561, -0.573401], [-3.257405, 1.077800, -0.708410], [-3.588769, 2.285353, -1.539730], [1.333477, -4.992053, 5.447984]],
  "atomic_forces_ev_per_a": [[0.01, -0.06, 0.12], [0.08, 0.15, -0.24], [0.08, -0.13, -0.11], [0.49, 0.36, -0.07], [-0.04, -0.25, 0.19], [-0.35, -0.97, 1.00], [-0.03, -0.02, 0.03], [-0.21, 0.87, -0.06], [0.07, -0.09, -0.05], [-0.04, 0.16, -0.11], [0.04, -0.05, -0.07], [0.45, 0.54, -0.14], [-0.19, -0.30, 0.41], [-0.25, 0.02, 0.34], [0.09, 0.05, -0.10], [-0.08, -0.32, 0.58], [-0.09, -0.11, -0.08], [-0.08, 0.11, 0.08], [-0.05, 0.03, -0.08], [-0.02, 0.05, -0.06], [-0.01, 0.07, -0.21], [0.21, -0.46, -0.31], [-0.11, 0.32, -0.08], [-0.22, 0.11, 0.37], [-0.07, 0.10, 0.25], [0.76, 1.24, -0.08], [0.12, -0.09, -0.01], [0.54, -0.29, -0.57], [0.05, 0.09, 0.09], [0.03, 0.05, 0.02], [-0.04, 0.05, -0.14], [0.08, -0.77, -0.06], [0.11, -0.31, 0.13], [0.21, 0.63, -0.36], [-0.25, -0.10, -0.21], [-0.32, -0.03, -0.10], [0.10, -0.20, 0.02], [0.02, -0.26, 0.00], [-0.01, 0.09, 0.02], [-0.03, 0.19, 0.19], [-0.41, -0.35, 0.27], [0.03, 0.10, 0.02], [0.14, -0.17, 0.07], [-0.08, 0.02, 0.11], [-0.24, 0.01, -0.03], [-0.03, 0.11, -0.04], [-0.14, -0.94, -0.28], [-0.24, -0.05, -0.06], [0.29, 0.53, -0.41], [0.09, 0.01, -0.10], [0.12, 0.25, -0.15], [-0.16, 0.10, 0.24], [-0.16, -0.22, -0.15], [0.08, 0.10, -0.01], [-0.33, 0.09, -0.12], [-0.01, -0.03, 0.13]],
  "lowdin_charge": [-0.03, -0.08, 0.07, 0.27, 0.60, -0.08, 0.12, -0.16, 0.10, 0.10, 0.01, -0.24, 0.60, -0.03, 0.12, 0.11, 0.04, -0.10, -0.08, 0.09, 0.14, 0.67, -0.11, -0.34, 0.08, -0.53, 0.09, -0.15, 0.10, 0.09, 0.06, -0.14, 0.00, -0.46, -0.05, -0.14, 0.15, -0.23, 0.10, -0.12, 0.02, 0.07, -0.03, 0.06, 0.07, -0.11, -0.67, 0.02, -0.85, 0.10, -0.21, -0.69, 0.08, -0.44, -0.14, 0.11],
  "e_above_lowest_kcal_mol": 19.5,
  "charge": -2,
  "gap_ev": 5.61,
  "homo_ev": -1.85
}